No. 1
Below is a structure of composition C27H44N3OP3Yb in a non-equilibrium geometry, with properties calculated with wB97M-V/def2-TZVPD.

Element x y z (Å)
Yb (-0.081294, -0.427269, -0.366297)
P (0.541914, -2.949780, -1.347262)
P (2.682734, -0.282528, 0.451153)
P (-2.844881, 0.321951, -0.715821)
H (1.842927, 3.463415, -0.824165)
C (0.767960, 3.639521, -0.700017)
C (0.204707, 3.804191, 0.508411)
H (0.785921, 3.753783, 1.438015)
C (1.088231, -2.494092, -3.055515)
C (1.679300, -4.358326, -1.043793)
C (-0.941616, -3.843264, -1.938929)
C (2.887324, 1.291563, 1.366343)
C (3.520604, -1.443571, 1.610488)
C (4.009269, -0.115151, -0.805331)
C (-3.408365, 2.035748, -0.376611)
C (-4.366048, -0.691121, -0.589829)
C (-2.920057, 0.484826, -2.528535)
H (0.181686, 3.754942, -1.621269)
H (-0.874433, 3.963790, 0.625951)
H (1.264111, -3.470232, -3.529269)
H (2.039979, -1.954059, -2.957563)
H (0.384241, -1.923206, -3.689031)
H (1.626661, -5.051031, -1.898120)
H (1.413301, -4.909649, -0.127790)
H (2.716577, -4.005873, -0.932075)
H (-0.597379, -4.665752, -2.584917)
H (-1.542787, -3.136718, -2.531337)
H (-1.551691, -4.235065, -1.111682)
H (3.934475, 1.620193, 1.309795)
H (2.617527, 1.144890, 2.420099)
H (2.238741, 2.073864, 0.942165)
H (4.607920, -1.279045, 1.581360)
H (3.304301, -2.475983, 1.295669)
H (3.163607, -1.297736, 2.638729)
H (4.995280, -0.118449, -0.320386)
H (3.862426, 0.823440, -1.359304)
H (3.938963, -0.967239, -1.497905)
H (-4.020748, 2.418457, -1.206483)
H (-2.529249, 2.688952, -0.260360)
H (-3.990353, 2.054741, 0.551725)
H (-5.087819, -0.385209, -1.359414)
H (-4.793816, -0.584674, 0.413333)
H (-4.087693, -1.740250, -0.764191)
H (-3.926820, 0.688719, -2.904986)
H (-2.554895, -0.450429, -2.961948)
H (-2.269733, 1.313483, -2.809607)
C (-0.629355, 1.272387, -5.066197)
C (0.086827, 0.500428, -6.004862)
C (-0.005560, 0.848565, -7.369647)
C (-0.832647, 1.902741, -7.800363)
C (-1.659537, 2.538440, -6.865748)
C (-1.596034, 2.182639, -5.511851)
O (-0.413089, 1.228875, -3.688325)
H (0.372272, 0.703611, -3.427250)
H (0.677602, -0.380703, -5.701752)
H (0.578896, 0.290164, -8.111365)
H (-0.845311, 2.198763, -8.855242)
H (-2.365850, 3.304112, -7.188097)
H (-2.269039, 2.597271, -4.767548)
N (-0.191684, 1.568109, 10.702872)
C (-0.203627, 1.172116, 9.600935)
C (-0.188867, 0.738690, 8.230149)
C (-0.887271, 1.456195, 7.250677)
C (-0.795314, 1.093547, 5.908874)
C (-0.020391, -0.017193, 5.565657)
C (0.623509, -0.793848, 6.527168)
C (0.530813, -0.406670, 7.866916)
N (0.052475, -0.419226, 4.216173)
C (0.440133, -1.664112, 3.724885)
C (0.249495, -1.645746, 2.373660)
N (-0.207810, -0.383655, 2.000770)
C (-0.338726, 0.321363, 3.142232)
H (-1.482742, 2.315710, 7.536692)
H (-1.354214, 1.637623, 5.145441)
H (1.179804, -1.686187, 6.227458)
H (1.050965, -0.998124, 8.618502)
H (0.781476, -2.446248, 4.369219)
H (0.424884, -2.457203, 1.667375)
H (-0.673108, 1.342770, 3.249130)

Force components x, y, z for each atom (eV/Å):
-0.1 0.6 1.1
-0.4 -1.2 -1.1
1.3 0.4 0.4
-1.5 0.6 -0.8
-0.4 0.2 0.1
-0.3 0.0 0.3
0.1 -0.5 -0.3
-0.2 0.1 -0.4
0.7 0.1 0.2
0.4 0.1 0.4
-0.4 -0.1 0.3
-0.1 0.3 0.0
-0.3 -0.4 -0.1
-0.3 -0.1 -0.3
0.2 0.2 0.5
0.2 -0.3 0.5
0.5 0.0 -0.4
0.2 -0.1 0.4
0.5 0.2 -0.1
0.1 0.4 -0.2
-0.1 -0.1 -0.4
0.1 -0.2 0.5
0.0 0.2 0.3
0.0 0.3 -0.3
-0.3 -0.1 -0.1
-0.3 0.2 0.2
0.0 -0.3 0.1
0.2 0.0 -0.4
-0.3 -0.1 0.1
0.0 0.1 -0.2
0.3 -0.3 0.2
-0.4 0.0 0.0
0.2 0.2 0.2
0.0 -0.1 -0.4
-0.3 0.1 -0.2
0.2 -0.3 0.0
0.2 0.3 0.1
0.1 -0.2 0.3
-0.4 -0.2 0.0
0.1 0.2 -0.2
0.2 0.0 0.4
0.0 -0.2 -0.2
-0.2 0.2 0.1
0.1 -0.1 0.3
0.0 0.1 -0.4
-0.3 -0.3 0.0
1.1 -0.6 2.1
0.5 -0.4 -1.9
0.9 -1.4 1.7
0.0 0.3 -0.3
-0.7 0.1 1.8
-1.0 1.3 -1.3
0.3 -0.1 -2.5
-0.3 0.2 -0.9
-0.1 0.7 -0.1
-0.3 0.2 0.4
0.0 -0.1 0.4
0.2 -0.2 0.1
0.1 0.3 -0.2
0.0 -1.0 -2.6
0.0 1.0 2.4
0.0 -0.3 -0.4
0.2 0.1 -0.2
0.1 -0.3 0.3
-0.2 0.0 1.0
-0.2 0.4 0.2
0.3 -0.2 -0.3
-0.1 -0.4 -2.2
-0.4 0.4 -0.1
0.1 0.6 0.7
-0.3 0.3 0.9
0.6 -1.2 -0.4
0.1 -0.1 0.0
0.1 -0.1 0.4
-0.1 0.4 0.4
-0.2 0.2 -0.1
0.0 -0.2 0.1
0.0 0.3 0.2
0.1 -0.2 -0.3

E_HOMO (spin up / spin down)   -15.2 / -15.2 eV
Net charge   +3
LUMO (spin up / spin down)   -8.533 / -12.355 eV
Max |F|   0.053 hartree/bohr
2S+1   2
Frontier orbital gap (spin up / spin down)   0.2438 / 0.1034 Eh

No. 2
Below is a cluster of 2 separate species, C4H2Br2O2 in total in a non-equilibrium geometry, with properties calculated with wB97M-V/def2-TZVPD.

Element x y z (Å)
C (2.866635, 0.387104, -0.801090)
C (1.882008, -0.027192, -1.353020)
C (1.769344, -3.367708, 0.578055)
C (0.553341, -0.126683, -1.943917)
O (2.593404, -2.924293, -0.032555)
O (0.907428, -3.693224, 1.264655)
Br (4.359037, 0.465303, 0.225417)
Br (-0.602760, -1.569765, -1.034473)
H (0.654658, -0.629730, -2.960877)
H (0.175453, 0.803344, -1.935042)

Force components x, y, z for each atom (eV/Å):
0.6 -0.8 0.5
-0.7 0.5 0.2
-2.8 -0.5 2.3
2.3 -5.3 -1.2
3.9 1.4 -3.0
-1.0 -1.0 0.7
-0.3 0.2 -0.4
0.7 1.3 -0.4
-0.4 1.2 1.2
-2.2 2.9 -0.1

E_HOMO   -9.9 eV
Net charge   0
LUMO   0.062 eV
Max |F|   0.115 hartree/bohr
Structure (SMILES)   BrC#CCBr.O=C=O
Frontier orbital gap   0.3660 Eh

No. 3
Below is a structure of composition C4H11InNO5S in a non-equilibrium geometry, with properties calculated with wB97M-V/def2-TZVPD.

Element x y z (Å)
In (1.592065, -3.628705, -3.980022)
S (-2.743095, -5.110915, -0.937242)
O (-3.635055, -6.025905, -1.594882)
O (-1.384335, -5.612975, -0.924642)
O (-2.561105, -3.874145, -1.673792)
O (-3.223165, -4.833275, 0.400098)
C (2.572445, 2.053645, 0.290878)
C (1.551005, 1.045855, 0.880938)
C (0.101595, 1.491045, 0.546648)
O (-0.221015, 2.851265, 0.823578)
C (-1.584175, 3.153035, 0.502618)
N (1.802455, -0.194635, 0.204968)
H (3.621445, 1.806895, 0.454658)
H (2.469485, 3.096935, 0.589268)
H (2.493035, 2.013355, -0.795482)
H (1.644155, 0.980125, 1.964948)
H (-0.597905, 0.801915, 1.019848)
H (-0.096475, 1.389885, -0.520412)
H (-2.322125, 2.502225, 0.971638)
H (-1.827735, 3.217215, -0.557892)
H (-1.713645, 4.110725, 1.006768)
H (1.316745, -0.782445, 0.867268)
H (2.745395, -0.451125, 0.460248)

Force components x, y, z for each atom (eV/Å):
0.0 0.1 0.1
-0.6 -0.1 0.6
-0.3 -0.7 -0.2
1.3 -0.7 -0.3
0.1 1.3 -0.4
-0.4 0.3 0.2
-0.1 0.2 -0.1
0.2 3.5 -0.9
0.0 0.3 -0.7
-0.2 -0.9 0.2
0.4 0.7 1.1
-0.4 -1.4 1.0
0.0 -0.4 0.5
-0.4 -0.2 0.2
-0.3 0.1 -0.1
0.1 0.0 0.2
-0.2 0.0 0.5
0.4 -0.5 -0.4
0.2 -0.5 0.1
0.4 0.0 -0.2
-0.3 0.2 -0.5
-0.6 -1.3 -0.4
0.6 0.1 -0.3

E_HOMO   -11.7 eV
Net charge   +1
LUMO   -9.239 eV
Max |F|   0.071 hartree/bohr
Frontier orbital gap   0.0907 Eh

No. 4
Below is a cluster of 2 separate species, C5H10O2 in total, with properties calculated with wB97M-V/def2-TZVPD.

Element x y z (Å)
C (-0.389996, 1.988197, -0.033999)
C (-0.775321, 0.531306, -0.232792)
O (-0.281993, 0.040844, -1.471320)
C (0.563237, -1.088956, -1.269505)
C (1.067839, -0.975972, 0.162128)
C (-0.106481, -0.314815, 0.863865)
O (-0.092376, 0.071208, 2.119865)
H (-0.818324, 2.596534, -0.834403)
H (0.697502, 2.111105, -0.057199)
H (-0.757569, 2.341338, 0.932530)
H (-1.866890, 0.423062, -0.200407)
H (1.357187, -1.052092, -2.021459)
H (-0.003690, -2.021679, -1.410638)
H (1.381583, -1.912652, 0.625727)
H (1.888333, -0.252662, 0.247581)
H (-1.024407, -1.478041, 0.869337)
H (-0.838633, -1.006724, 1.710688)

Force components x, y, z for each atom (eV/Å):
0.0 0.1 0.0
-0.1 0.1 0.2
0.0 0.0 -0.1
0.1 -0.2 0.0
0.1 0.0 0.1
0.1 0.0 -0.3
0.2 0.2 0.0
0.0 -0.1 0.1
-0.1 0.0 0.0
0.0 0.0 -0.1
0.2 0.0 0.0
-0.1 0.0 0.1
0.1 0.1 0.0
-0.1 0.1 -0.1
-0.1 -0.1 0.0
0.0 0.1 0.1
-0.2 -0.3 -0.1

E_HOMO   -9.5 eV
Net charge   0
LUMO   0.513 eV
Max |F|   0.008 hartree/bohr
Frontier orbital gap   0.3688 Eh

No. 5
Below is the molecule CH3N3S in a non-equilibrium geometry, with properties calculated with wB97M-V/def2-TZVPD.

Element x y z (Å)
C (0.334730, 0.656580, 0.289408)
N (-0.206047, -0.111514, -1.758983)
N (0.080835, -2.331434, 0.168506)
N (-0.542769, 0.399161, -0.761891)
S (0.648411, -1.324292, 1.033893)
H (1.356703, 1.171059, 0.274198)
H (-0.151685, 1.201855, 1.143692)
H (-1.520176, 0.338585, -0.388821)

Force components x, y, z for each atom (eV/Å):
0.7 2.7 2.8
0.5 -2.3 -4.8
-1.4 -2.4 -2.7
-0.2 2.1 5.1
1.7 1.9 2.9
-1.4 -1.3 -1.4
-0.2 -0.7 -1.1
0.2 0.0 -0.7

E_HOMO (spin up / spin down)   -6.7 / -8.4 eV
Net charge   0
LUMO (spin up / spin down)   -0.644 / -1.962 eV
Max |F|   0.107 hartree/bohr
2S+1   3
Frontier orbital gap (spin up / spin down)   0.2212 / 0.2377 Eh

No. 6
Below is a cluster of 2 separate species, C3H9O2 in total, with properties calculated with wB97M-V/def2-TZVPD.

Element x y z (Å)
C (0.127978, -0.764631, -0.323093)
O (-0.462185, -1.653380, -1.125400)
C (-0.745188, -0.236517, 0.816098)
C (-2.000927, 0.434787, 0.318628)
H (0.493374, 0.163222, -0.880964)
H (1.085113, -1.151646, 0.181695)
H (-0.169460, 0.468297, 1.431225)
H (-0.974616, -1.077676, 1.487975)
H (-2.619925, 0.801220, 1.144697)
H (-2.648124, -0.237931, -0.269343)
H (-1.713142, 1.279198, -0.316231)
H (1.994199, 0.931983, 0.285835)
H (2.061754, 2.450058, 0.395358)
O (2.619002, 1.674533, 0.200400)

Force components x, y, z for each atom (eV/Å):
0.5 -0.3 -0.5
0.0 0.1 0.2
0.0 -0.4 0.5
-0.6 0.0 -0.1
-0.1 0.0 0.1
-0.2 0.1 -0.1
0.1 0.2 0.0
-0.1 0.0 -0.2
0.1 0.2 0.0
0.5 0.1 0.1
-0.2 0.0 0.0
0.2 0.1 -0.3
0.4 -0.5 -0.2
-0.5 0.4 0.4

E_HOMO   -2.4 eV
Net charge   -1
LUMO   4.023 eV
Max |F|   0.015 hartree/bohr
Frontier orbital gap   0.2343 Eh